# 1
Formula: C44H109N6O15Zn
Source: the Open Molecules 2025 dataset
Level of theory: ωB97M-V/def2-TZVPD

The value obtained for the LUMO energy is 1.47 eV. Its charge is -1. The frontier orbital gap is 0.116 hartree.

Atoms and positions in Å:
Zn  2.233  18.855  -18.726
C  4.382  15.693  -18.135
C  3.236  16.185  -17.254
O  2.369  17.126  -17.793
H  4.662  16.406  -18.910
H  3.987  14.918  -18.793
H  5.309  15.338  -17.685
H  3.773  16.656  -16.431
H  2.739  15.286  -16.892
C  4.182  17.577  -21.405
C  3.888  19.144  -21.531
C  3.568  19.507  -23.054
O  3.043  19.513  -20.484
H  5.097  17.541  -20.813
H  4.225  17.022  -22.342
H  3.518  16.979  -20.780
H  4.828  19.693  -21.479
H  3.289  20.559  -23.112
H  2.686  18.934  -23.340
H  4.304  19.465  -23.857
C  2.601  14.020  -23.771
C  3.056  13.035  -22.747
C  2.446  13.299  -21.335
O  3.267  11.724  -23.125
H  3.317  14.229  -24.566
H  2.356  15.050  -23.513
H  1.684  13.716  -24.276
H  4.108  13.274  -22.590
H  2.450  12.531  -20.562
H  1.380  13.513  -21.422
H  2.721  14.238  -20.856
C  3.251  24.219  -15.188
O  2.987  23.066  -14.396
C  2.937  23.364  -13.050
C  2.385  22.133  -12.409
N  1.139  21.720  -13.138
C  0.794  20.422  -12.682
C  -0.377  19.813  -13.539
O  -0.091  19.302  -14.873
C  0.463  18.050  -14.822
H  4.298  24.372  -15.452
H  2.695  25.102  -14.873
H  2.757  24.035  -16.142
H  2.231  24.184  -12.917
H  3.875  23.689  -12.600
H  2.238  22.338  -11.349
H  3.136  21.343  -12.417
H  1.368  21.648  -14.119
H  0.401  20.467  -11.667
H  1.650  19.761  -12.824
H  -1.237  20.474  -13.657
H  -0.949  19.028  -13.045
H  0.463  17.614  -15.821
H  -0.214  17.374  -14.299
H  1.479  17.915  -14.452
C  1.672  11.717  -15.999
O  2.849  11.093  -15.692
C  3.981  11.148  -16.510
C  5.028  11.899  -15.758
N  4.653  13.231  -15.333
C  5.652  13.661  -14.325
C  5.205  14.957  -13.608
O  4.109  14.908  -12.774
C  2.952  15.339  -13.459
H  1.260  11.299  -16.918
H  1.825  12.796  -16.009
H  0.988  11.575  -15.162
H  3.722  11.622  -17.456
H  4.293  10.132  -16.755
H  5.951  11.987  -16.331
H  5.284  11.247  -14.923
H  3.687  13.137  -15.051
H  6.665  13.692  -14.726
H  5.660  12.984  -13.470
H  5.382  15.863  -14.188
H  5.988  15.141  -12.873
H  2.768  14.807  -14.392
H  2.913  16.372  -13.804
H  2.209  15.293  -12.662
C  6.734  15.227  -23.680
O  6.475  14.278  -22.798
C  6.987  14.595  -21.497
C  6.391  13.510  -20.450
N  6.840  12.195  -20.663
C  5.906  11.229  -20.191
C  6.646  9.872  -20.247
O  7.304  9.741  -21.560
C  7.807  8.427  -21.985
H  7.809  15.330  -23.824
H  6.336  16.222  -23.478
H  6.350  14.876  -24.637
H  6.493  15.494  -21.127
H  8.067  14.538  -21.363
H  5.308  13.582  -20.548
H  6.585  13.816  -19.422
H  7.737  12.096  -20.210
H  4.998  11.068  -20.773
H  5.713  11.398  -19.132
H  5.848  9.130  -20.252
H  7.225  9.752  -19.331
H  7.031  7.672  -21.860
H  8.688  8.096  -21.435
H  8.178  8.529  -23.005
C  -3.241  18.359  -15.463
O  -4.161  17.928  -14.457
C  -4.717  16.696  -14.829
C  -3.687  15.561  -14.695
N  -3.188  15.100  -15.968
C  -2.487  13.807  -15.850
C  -1.718  13.363  -17.137
O  -0.400  13.990  -17.284
C  0.170  13.903  -18.571
H  -2.877  17.597  -16.151
H  -2.384  19.003  -15.266
H  -3.880  19.071  -15.986
H  -5.247  16.672  -15.781
H  -5.471  16.418  -14.092
H  -4.187  14.780  -14.122
H  -2.835  15.978  -14.158
H  -2.539  15.826  -16.236
H  -3.219  13.004  -15.764
H  -1.790  13.852  -15.014
H  -2.370  13.561  -17.989
H  -1.454  12.306  -17.104
H  0.022  14.793  -19.183
H  -0.032  12.936  -19.033
H  1.200  13.790  -18.232
C  9.399  18.005  -17.215
O  9.360  16.541  -17.205
C  8.141  15.925  -17.465
C  8.424  14.422  -17.357
N  9.442  14.142  -18.280
C  10.288  12.900  -18.220
C  11.278  13.020  -19.445
O  12.092  14.167  -19.182
C  13.175  14.010  -18.298
H  10.470  18.206  -17.185
H  8.967  18.421  -16.304
H  8.828  18.343  -18.080
H  7.740  16.165  -18.449
H  7.341  16.390  -16.890
H  7.509  13.855  -17.532
H  8.835  14.218  -16.368
H  10.036  14.949  -18.409
H  9.609  12.074  -18.432
H  10.875  12.855  -17.302
H  10.668  13.285  -20.309
H  11.881  12.165  -19.748
H  13.559  15.026  -18.212
H  13.891  13.201  -18.447
H  12.661  13.815  -17.356
C  0.095  17.695  -20.845
O  0.370  18.509  -19.716
C  -0.712  19.200  -19.007
C  -0.127  20.366  -18.259
N  1.102  20.057  -17.522
C  1.853  21.240  -17.011
C  3.345  20.725  -16.629
O  3.845  19.750  -17.625
C  5.256  19.529  -17.459
H  -0.554  16.870  -20.549
H  1.004  17.338  -21.329
H  -0.539  18.262  -21.526
H  -1.221  18.461  -18.387
H  -1.477  19.604  -19.670
H  -0.895  20.651  -17.541
H  0.107  21.264  -18.831
H  0.846  19.698  -16.613
H  1.498  21.670  -16.074
H  2.103  21.907  -17.836
H  3.431  20.414  -15.588
H  3.987  21.604  -16.685
H  5.947  20.371  -17.491
H  5.441  18.931  -18.352
H  5.579  18.966  -16.583


# 2
Formula: C36H37F3P2V
Source: the Open Molecules 2025 dataset
Level of theory: ωB97M-V/def2-TZVPD

The value obtained for the LUMO energy (alpha / beta) is 0.18 / 0.19 eV. The spin multiplicity is 4. The expectation value of S² is 3.769. The frontier orbital gap (alpha / beta) is 0.264 / 0.285 hartree.

Atoms and positions in Å:
V  1.086  1.717  1.528
C  0.163  -3.623  -1.748
C  0.264  -2.641  -2.646
C  -0.772  -2.355  -3.705
C  -2.253  -2.521  -3.302
C  -2.603  -2.052  -1.918
C  -2.592  -2.828  -0.824
C  -2.140  -4.259  -0.809
C  -0.962  -4.627  -1.735
C  0.223  3.460  2.509
H  0.953  -3.821  -1.018
H  1.203  -2.086  -2.744
H  -0.571  -3.029  -4.562
H  -0.658  -1.327  -4.084
H  -2.848  -1.905  -4.004
H  -2.579  -3.556  -3.467
H  -3.009  -1.040  -1.893
H  -3.131  -2.532  0.074
H  -3.007  -4.889  -1.079
H  -1.849  -4.550  0.214
H  -0.544  -5.580  -1.361
H  -1.333  -4.834  -2.749
H  0.501  3.456  3.583
H  -0.854  3.732  2.425
H  0.828  4.233  1.986
P  1.738  0.685  -0.326
P  -1.090  1.377  1.070
C  0.189  0.178  -1.082
C  -0.994  0.469  -0.476
C  2.725  1.548  -1.584
C  2.588  1.192  -2.931
C  3.331  1.851  -3.918
C  4.181  2.905  -3.557
C  4.290  3.292  -2.216
C  3.556  2.625  -1.229
C  2.684  -0.834  0.110
C  2.223  -1.623  1.175
C  3.032  -2.640  1.688
C  4.282  -2.903  1.118
C  4.722  -2.154  0.019
C  3.923  -1.121  -0.478
C  -2.339  2.664  0.771
C  -1.976  3.751  -0.044
C  -2.887  4.790  -0.249
C  -4.156  4.740  0.343
C  -4.518  3.649  1.144
C  -3.607  2.611  1.361
C  -1.700  0.302  2.417
C  -1.411  0.561  3.764
C  -1.924  -0.288  4.745
C  -2.684  -1.407  4.383
C  -2.938  -1.686  3.032
C  -2.437  -0.827  2.050
H  0.208  -0.383  -2.021
H  -1.939  0.214  -0.954
H  1.899  0.398  -3.208
H  3.247  1.541  -4.962
H  4.763  3.425  -4.321
H  4.953  4.116  -1.934
H  3.624  2.921  -0.179
H  1.251  -1.403  1.629
H  2.687  -3.231  2.546
H  4.911  -3.700  1.523
H  5.689  -2.363  -0.445
H  4.268  -0.508  -1.311
H  -0.981  3.778  -0.498
H  -2.600  5.637  -0.873
H  -4.866  5.547  0.173
H  -5.505  3.600  1.599
H  -3.870  1.763  1.995
H  -0.790  1.423  4.023
H  -1.730  -0.072  5.797
H  -3.089  -2.059  5.155
H  -3.527  -2.558  2.744
H  -2.600  -1.025  0.995
F  3.880  1.450  2.355
C  2.621  1.694  2.913
F  2.414  0.671  3.848
F  2.765  2.873  3.638


# 3
Formula: C27H43CeNOP2Si2
Source: the Open Molecules 2025 dataset
Level of theory: ωB97M-V/def2-TZVPD

The value obtained for the LUMO energy (alpha / beta) is -3.79 / -3.76 eV. The spin multiplicity is 2. Its charge is +1. The expectation value of S² is 0.754. The frontier orbital gap (alpha / beta) is 0.229 / 0.228 hartree.

Atoms and positions in Å:
C  -2.012  -2.315  -4.167
C  -1.076  -1.412  -3.694
C  -1.422  -0.017  -3.631
C  -2.712  0.417  -4.122
C  -3.614  -0.559  -4.618
C  -3.278  -1.901  -4.617
C  -2.994  1.783  -4.067
C  -2.023  2.715  -3.681
C  -0.767  2.200  -3.195
C  0.268  3.112  -2.795
C  0.018  4.476  -2.844
C  -1.217  4.979  -3.300
C  -2.206  4.122  -3.731
H  -1.758  -3.384  -4.156
H  -4.570  -0.213  -5.001
H  -3.986  -2.653  -4.958
H  -3.959  2.141  -4.422
H  0.792  5.164  -2.503
H  -1.374  6.057  -3.307
H  -3.157  4.495  -4.119
N  -0.570  0.868  -3.065
Ce  -0.523  0.129  0.552
C  0.293  -1.829  -3.191
H  1.060  -1.101  -3.484
H  0.558  -2.827  -3.560
C  1.572  2.524  -2.292
H  1.827  1.621  -2.866
H  2.382  3.265  -2.362
P  0.284  -1.839  -1.344
P  1.397  1.986  -0.518
C  1.458  3.643  0.248
H  1.585  3.560  1.332
H  2.294  4.212  -0.180
H  0.518  4.170  0.048
C  3.097  1.349  -0.266
H  3.828  2.146  -0.464
H  3.210  0.992  0.765
H  3.285  0.504  -0.945
C  -0.934  -3.178  -1.013
H  -0.621  -4.110  -1.504
H  -1.062  -3.356  0.062
H  -1.913  -2.881  -1.413
C  1.924  -2.577  -1.032
H  2.101  -2.679  0.046
H  1.998  -3.562  -1.517
H  2.695  -1.905  -1.439
C  -1.601  2.218  1.370
O  -2.192  3.187  1.604
H  -1.726  0.724  -0.751
C  -1.658  -2.654  2.896
Si  0.227  -2.562  2.944
C  0.756  -3.060  4.697
C  0.934  -4.020  1.976
C  0.738  -0.846  2.337
Si  0.885  0.288  3.840
C  2.344  -0.086  4.983
C  1.169  2.090  3.391
C  -0.692  0.258  4.879
H  -1.949  -3.658  3.239
H  -2.077  -2.510  1.890
H  -2.112  -1.920  3.574
H  0.365  -4.070  4.901
H  1.848  -3.130  4.789
H  0.395  -2.416  5.506
H  0.626  -4.065  0.927
H  2.032  -4.032  2.011
H  0.595  -4.955  2.449
H  1.753  -0.943  1.881
H  3.297  0.029  4.449
H  2.360  0.639  5.810
H  2.339  -1.083  5.435
H  0.323  2.539  2.850
H  1.295  2.660  4.328
H  2.090  2.213  2.805
H  -1.553  0.604  4.294
H  -0.939  -0.723  5.302
H  -0.568  0.954  5.722


# 4
Formula: C10H23N7Re
Source: the Open Molecules 2025 dataset
Level of theory: ωB97M-V/def2-TZVPD

The value obtained for the LUMO energy (alpha / beta) is -15.24 / -16.76 eV. The spin multiplicity is 2. Its charge is +4. The expectation value of S² is 0.802. The frontier orbital gap (alpha / beta) is 0.288 / 0.233 hartree.

Atoms and positions in Å:
Re  0.011  0.036  -0.065
N  0.723  1.400  -1.507
C  2.091  1.972  -1.198
C  2.045  2.316  0.264
N  1.578  1.101  1.034
C  2.782  0.215  1.287
C  2.410  -1.247  1.249
N  1.493  -1.444  0.067
C  1.016  1.627  2.331
C  0.175  0.563  2.980
N  -0.790  0.111  1.895
H  0.770  0.928  -2.420
H  0.074  2.176  -1.687
H  2.282  2.844  -1.824
H  2.830  1.210  -1.446
H  1.320  3.117  0.420
H  3.004  2.664  0.650
H  3.239  0.475  2.243
H  3.528  0.425  0.519
H  1.872  -1.585  2.132
H  3.289  -1.883  1.139
H  1.131  -2.402  0.097
H  2.078  -1.446  -0.778
H  0.378  2.480  2.092
H  1.819  1.986  2.976
H  -0.386  0.947  3.831
H  0.740  -0.303  3.317
H  -1.631  0.692  1.970
H  -1.123  -0.831  2.143
N  -5.276  -1.459  -1.488
C  -3.989  -1.484  -1.777
C  -2.996  -0.896  -0.921
N  -1.694  -0.932  -1.249
C  -1.400  -1.554  -2.408
C  -2.393  -2.130  -3.251
N  -3.651  -2.097  -2.938
H  -5.675  -1.039  -0.649
H  -5.928  -1.894  -2.150
H  -3.289  -0.406  0.000
H  -0.360  -1.634  -2.703
H  -2.099  -2.619  -4.176


# 5
Formula: C31H22Br2ClFeN2O8S
Source: the Open Molecules 2025 dataset
Level of theory: ωB97M-V/def2-TZVPD

The value obtained for the LUMO energy (alpha / beta) is 3.74 / 3.74 eV. The spin multiplicity is 6. Its charge is -2. The expectation value of S² is 8.782. The frontier orbital gap (alpha / beta) is 0.089 / 0.174 hartree.

Atoms and positions in Å:
Fe  0.000  -0.959  0.701
Br  -1.257  -4.784  -2.728
C  -1.191  -4.673  -0.901
C  -1.641  -5.829  -0.175
C  -1.644  -5.881  1.184
Br  -1.804  -7.578  1.931
C  -1.442  -4.682  1.926
C  -1.362  -4.627  3.305
C  -0.886  -3.501  3.951
C  -0.422  -2.408  3.279
N  -0.610  -2.370  1.915
C  -1.009  -3.513  1.275
C  -1.015  -3.425  -0.201
O  -0.751  -2.260  -0.711
H  -1.928  -6.698  -0.693
H  -1.689  -5.484  3.927
H  -0.967  -3.441  4.995
H  -0.116  -1.549  3.811
O  2.308  3.764  -2.696
C  1.001  3.965  -2.463
C  0.472  5.269  -2.514
C  -0.818  5.583  -2.114
C  -1.714  4.527  -1.851
C  -1.260  3.217  -1.899
C  0.119  2.884  -2.057
C  0.450  1.494  -1.643
O  1.550  1.004  -2.294
O  -0.274  0.835  -0.866
H  2.725  4.626  -2.905
H  1.155  6.035  -2.791
H  -1.065  6.669  -2.027
H  -2.747  4.752  -1.606
H  -1.963  2.359  -1.947
O  0.500  1.763  2.640
C  -0.678  1.357  2.436
N  -1.114  0.409  1.569
S  -2.776  0.514  1.221
O  -2.888  1.348  0.040
O  -3.285  -0.859  1.153
C  -3.098  1.533  2.498
C  -4.317  2.131  2.767
C  -4.333  3.177  3.732
C  -3.175  3.645  4.279
C  -1.968  2.987  4.047
C  -1.888  1.998  3.067
H  -5.267  1.781  2.276
H  -5.281  3.586  4.091
H  -3.156  4.448  5.075
H  -1.063  3.387  4.517
Cl  6.323  -2.425  -5.207
C  5.051  -1.719  -4.274
C  3.859  -1.375  -4.942
C  2.749  -0.943  -4.208
C  2.863  -0.861  -2.795
C  1.638  -0.457  -2.115
C  4.093  -1.151  -2.113
C  5.219  -1.494  -2.873
H  3.838  -1.403  -6.008
H  1.823  -0.539  -4.637
H  1.741  -0.613  -1.023
H  0.773  -0.962  -2.515
H  4.081  -1.046  -1.034
H  6.178  -1.617  -2.433
C  2.733  0.039  1.146
O  1.820  -0.907  0.585
H  2.657  1.017  0.622
H  3.760  -0.370  1.124
H  2.385  0.296  2.174


# 6
Formula: C10H7BrN2
Source: the Open Molecules 2025 dataset
Level of theory: ωB97M-V/def2-TZVPD

As for the SMILES: C=C[C@@H]1/C=C\C=C=C=NN=C=C1Br. The value obtained for the LUMO energy is -1.07 eV. The frontier orbital gap is 0.277 hartree.

Atoms and positions in Å:
C  -0.013  2.603  -0.202
C  -1.895  0.891  0.749
C  0.630  -0.339  -1.936
C  1.205  1.029  -1.788
C  -0.146  -1.073  -1.120
C  0.726  1.820  -0.842
C  1.260  -1.054  2.214
C  0.643  -0.435  1.189
C  -0.465  -1.015  0.329
C  -1.853  -0.381  0.298
N  -0.976  3.074  0.440
N  -1.686  2.041  1.083
Br  -3.258  -1.520  -0.215
H  0.737  -0.676  -2.942
H  2.146  1.170  -2.283
H  -0.656  -1.900  -1.561
H  2.162  -0.662  2.686
H  1.041  -1.987  2.648
H  1.118  0.487  0.735
H  -0.718  -2.074  0.519